# C35H98Br6N15O8P5

A molecular structure, C35H98Br6N15O8P5 at a distorted geometry (ωB97M-V with the def2-TZVPD basis set, the Open Molecules 2025 dataset).

Computed properties:
Molecular weight (u): 1491.56
Multiplicity: 1
ΔE to the lowest compared entry with this formula, charge and spin (kcal/mol): 68.5
Total charge: 0

Each line ends with the Mulliken charge.
Cartesian coordinates (Å):
C  10.069  -5.677  -26.649  -0.262
Br  9.977  -7.631  -26.023  -0.040
Br  9.000  -4.344  -25.667  0.202
Br  9.390  -5.497  -28.488  -0.056
H  11.132  -5.439  -26.655  0.158
C  8.588  -1.317  -23.024  0.610
Br  10.081  -1.778  -21.854  -0.008
Br  8.943  0.320  -23.961  -0.030
Br  6.760  -1.108  -22.112  0.075
H  8.508  -2.064  -23.814  -0.665
O  4.955  -6.196  -24.828  -0.945
P  4.280  -5.531  -26.006  0.135
N  4.838  -6.075  -27.490  0.394
C  4.246  -5.847  -28.822  -0.965
C  6.209  -6.624  -27.452  -0.963
N  4.561  -3.835  -26.135  1.004
C  5.639  -3.212  -25.234  -0.535
C  3.783  -2.894  -27.010  -0.591
N  2.544  -5.807  -26.112  0.386
C  1.617  -4.953  -25.434  -0.627
C  2.029  -7.226  -26.302  -1.042
H  3.196  -5.596  -28.676  0.340
H  4.363  -6.724  -29.459  0.395
H  4.714  -5.044  -29.391  0.183
H  6.567  -7.029  -28.399  0.424
H  6.151  -7.451  -26.744  0.296
H  6.847  -5.811  -27.106  0.113
H  5.233  -2.695  -24.364  0.247
H  6.301  -3.976  -24.827  0.310
H  6.323  -2.496  -25.692  -0.462
H  4.324  -1.973  -27.226  -0.291
H  3.544  -3.446  -27.919  0.294
H  2.879  -2.479  -26.564  0.226
H  1.461  -5.276  -24.405  0.400
H  2.035  -3.946  -25.401  -0.247
H  0.641  -4.884  -25.916  0.380
H  2.765  -7.837  -26.824  0.328
H  1.094  -7.212  -26.862  0.319
H  1.943  -7.715  -25.332  0.347
O  0.688  -0.273  -19.582  -0.917
P  0.952  0.133  -20.985  0.350
N  -0.266  1.037  -21.714  0.304
C  -0.150  1.764  -22.964  -1.310
C  -1.443  1.485  -21.030  -1.135
N  1.199  -1.182  -22.098  0.512
C  1.580  -0.918  -23.533  -1.021
C  0.395  -2.315  -21.830  -0.841
N  2.392  1.032  -21.167  0.506
C  2.213  2.446  -20.780  -1.078
C  3.679  0.385  -21.007  -0.747
H  -0.331  2.821  -22.769  0.472
H  -0.957  1.612  -23.681  0.345
H  0.822  1.695  -23.452  0.368
H  -1.510  2.571  -20.954  0.321
H  -1.413  1.096  -20.012  0.319
H  -2.329  1.099  -21.533  0.336
H  0.684  -0.687  -24.109  0.250
H  2.295  -0.102  -23.636  0.237
H  1.972  -1.851  -23.938  0.400
H  -0.680  -2.193  -21.964  0.345
H  0.632  -3.126  -22.519  0.148
H  0.581  -2.747  -20.847  0.213
H  3.180  2.915  -20.596  0.414
H  1.749  3.045  -21.564  0.250
H  1.626  2.489  -19.862  0.376
H  3.967  -0.188  -21.887  -0.245
H  3.657  -0.386  -20.237  0.207
H  4.476  1.100  -20.802  0.550
O  13.132  -6.834  -20.925  -0.844
P  13.988  -6.523  -22.121  0.420
N  15.643  -6.165  -21.804  0.192
C  16.336  -7.022  -20.872  -1.064
C  16.551  -5.567  -22.763  -0.889
N  13.561  -4.948  -22.865  0.296
C  13.628  -4.650  -24.299  -1.631
C  13.018  -3.814  -22.044  -0.766
N  13.967  -7.666  -23.414  0.360
C  14.847  -8.780  -23.354  -1.054
C  12.713  -8.010  -24.083  -0.969
H  17.269  -6.639  -20.458  0.360
H  16.722  -7.932  -21.330  0.333
H  15.648  -7.379  -20.106  0.332
H  16.015  -5.194  -23.636  0.181
H  17.299  -6.232  -23.195  0.389
H  17.084  -4.729  -22.316  0.294
H  12.650  -4.798  -24.757  0.551
H  14.045  -3.669  -24.523  0.429
H  14.232  -5.435  -24.753  0.488
H  12.387  -4.263  -21.277  0.392
H  13.939  -3.476  -21.569  0.339
H  12.640  -3.052  -22.725  -0.054
H  14.602  -9.556  -24.081  0.375
H  15.879  -8.442  -23.446  0.158
H  14.581  -9.254  -22.409  0.430
H  12.838  -8.475  -25.061  0.535
H  12.280  -7.038  -24.321  0.068
H  12.091  -8.607  -23.416  0.333
O  4.674  0.142  -17.919  -0.840
P  5.008  -1.101  -17.163  0.177
N  3.641  -2.046  -16.658  0.370
C  3.786  -3.427  -16.277  -1.036
C  2.305  -1.509  -16.843  -0.859
N  5.978  -0.992  -15.717  0.427
C  5.890  0.189  -14.920  -0.992
C  6.404  -2.180  -15.018  -1.145
N  5.847  -2.200  -18.056  0.455
C  7.253  -1.802  -18.198  -1.270
C  5.227  -2.945  -19.135  -0.767
H  4.812  -3.730  -16.487  0.325
H  3.145  -4.185  -16.726  0.350
H  3.676  -3.447  -15.193  0.362
H  2.329  -0.850  -17.711  0.096
H  2.047  -0.830  -16.031  0.274
H  1.541  -2.245  -17.094  0.312
H  4.915  0.304  -14.448  0.318
H  6.697  0.208  -14.188  0.352
H  5.967  1.164  -15.401  0.274
H  6.480  -2.991  -15.742  0.377
H  7.403  -2.003  -14.618  0.397
H  5.662  -2.544  -14.307  0.294
H  7.571  -2.309  -19.109  0.547
H  7.300  -0.713  -18.233  0.375
H  7.871  -2.130  -17.361  0.169
H  5.385  -2.557  -20.141  -0.043
H  4.148  -2.954  -18.976  0.347
H  5.730  -3.911  -19.174  0.418
O  8.205  -1.090  -26.722  -0.209
P  7.609  -0.400  -27.854  -0.057
N  6.275  0.571  -27.375  0.763
C  5.837  0.549  -25.971  -0.650
C  5.670  1.657  -28.188  -1.048
N  6.907  -1.525  -28.960  0.178
C  6.941  -3.002  -28.631  0.382
C  5.798  -1.132  -29.921  -1.079
N  8.777  0.526  -28.776  0.004
C  9.896  -0.273  -29.333  -0.984
C  9.229  1.761  -28.189  -0.999
H  5.735  -0.492  -25.665  -0.082
H  4.860  0.990  -25.771  0.419
H  6.607  1.094  -25.426  0.164
H  6.145  2.616  -27.980  0.364
H  4.596  1.818  -28.103  0.288
H  5.848  1.475  -29.248  0.310
H  5.945  -3.426  -28.760  -0.579
H  7.554  -3.498  -29.382  0.427
H  7.172  -3.038  -27.566  -0.233
H  6.119  -0.374  -30.635  0.304
H  5.532  -1.993  -30.535  0.394
H  4.950  -0.843  -29.300  0.368
H  10.380  0.266  -30.147  0.334
H  10.512  -0.580  -28.488  0.357
H  9.356  -1.193  -29.560  0.237
H  10.182  1.700  -27.664  0.235
H  8.566  2.195  -27.440  0.337
H  9.281  2.417  -29.058  0.349
C  14.211  -3.965  -28.839  -0.906
O  13.243  -3.796  -27.809  -0.204
C  12.732  -2.592  -27.527  0.734
O  13.098  -1.497  -27.973  -0.653
O  11.864  -2.707  -26.592  -0.066
C  11.386  -1.579  -25.844  -0.437
H  13.795  -4.207  -29.817  0.298
H  15.047  -4.595  -28.536  0.281
H  14.735  -3.025  -29.011  0.371
H  11.965  -1.674  -24.925  0.282
H  10.325  -1.707  -25.631  -0.181
H  11.424  -0.563  -26.236  0.375